# 1
This record from OMol25 describes a 2-piece molecular cluster, C17H20Cl2O4 overall. The level of theory is ωB97M-V/def2-TZVPD.

Results
**Charge**: 0
**Orbital gap**: 8.607 eV
**Calculated total energy**: -51186.728 eV
**HOMO**: -9.4 eV
**SMILES**: CCOCCOCC1=CC(=O)c2ccccc2C1=O.ClCCCl

```
43
Properties=species:S:1:pos:R:3:mulliken_charge:R:1
C 2.42 -0.13 0.08 -0.82
C 2.86 1.31 0.16 -0.43
O 1.89 2.12 0.82 -0.39
C 1.56 3.32 0.13 -0.85
C 0.60 3.04 -1.04 0.14
O -0.58 3.80 -1.02 -0.45
C -1.46 3.46 0.02 -0.76
C -2.41 2.31 -0.27 0.74
C -3.57 2.24 0.39 -0.66
C -4.49 1.09 0.22 -0.06
O -5.68 1.19 0.35 -0.56
C -3.83 -0.19 -0.12 0.46
C -4.36 -1.42 0.24 -0.69
C -3.67 -2.58 -0.08 -0.47
C -2.46 -2.52 -0.77 -0.65
C -1.94 -1.29 -1.17 -0.57
C -2.63 -0.13 -0.83 0.52
C -2.11 1.21 -1.23 0.38
O -1.54 1.37 -2.28 -0.52
H 2.02 -0.50 1.02 0.28
H 3.30 -0.73 -0.14 0.22
H 1.71 -0.30 -0.73 0.20
H 3.79 1.36 0.73 0.42
H 3.06 1.67 -0.85 0.31
H 2.49 3.77 -0.24 0.34
H 1.12 3.98 0.86 0.48
H 1.09 3.27 -1.98 0.37
H 0.41 1.97 -1.04 0.00
H -0.93 3.22 0.94 0.29
H -2.07 4.33 0.22 0.45
H -3.88 3.01 1.08 0.44
H -5.30 -1.44 0.77 0.48
H -4.07 -3.54 0.21 0.40
H -1.92 -3.42 -1.01 0.42
H -1.01 -1.21 -1.72 0.51
Cl 2.22 -3.42 1.96 -0.18
C 3.23 -4.41 0.86 -0.50
C 4.70 -4.24 1.14 -0.42
Cl 5.29 -2.61 0.72 -0.17
H 2.99 -4.13 -0.16 0.32
H 2.94 -5.45 1.02 0.36
H 5.27 -4.95 0.54 0.30
H 4.93 -4.41 2.19 0.31
```

---

# 2
This record from OMol25 describes C17H20ClIrN2OSi as an isolated structure. The level of theory is ωB97M-V/def2-TZVPD.

Results
**Spin multiplicity**: 2
**Charge**: +1
**Energy above the lowest of the compared OMol25 structures with the same formula, charge and spin**: 0.0 kcal per mole
**Orbital gap (alpha / beta)**: 6.954 / 6.976 eV
**Calculated total energy**: -46212.080 eV
**HOMO (alpha / beta)**: -12.3 / -12.3 eV

```
43
Properties=species:S:1:pos:R:3:mulliken_charge:R:1
Ir 1.17 -0.82 0.83 1.77
C 1.79 3.46 1.25 -0.97
Si 2.43 1.92 0.46 -0.08
C 3.33 2.14 -1.14 -0.98
C 3.47 0.95 1.67 -1.11
N 0.97 0.81 0.14 0.03
C -0.12 1.12 -0.68 0.13
C -0.23 2.36 -1.32 -0.38
C -1.31 2.62 -2.14 -1.34
C -2.28 1.64 -2.35 -0.60
C -2.19 0.41 -1.73 -0.80
C -1.12 0.17 -0.89 1.45
O -0.89 -1.01 -0.24 -0.42
C -1.82 -2.07 -0.22 -0.11
C -3.05 -1.88 0.39 0.23
C -3.93 -2.95 0.42 -0.77
C -3.57 -4.17 -0.14 -0.50
C -2.32 -4.33 -0.73 -0.77
C -1.43 -3.26 -0.78 -0.26
H 2.63 4.13 1.45 0.40
H 1.29 3.25 2.19 0.32
H 1.09 4.01 0.61 0.37
H 4.27 2.66 -0.95 0.39
H 2.77 2.73 -1.87 0.35
H 3.56 1.18 -1.60 0.35
H 4.41 1.50 1.82 0.38
H 3.78 -0.04 1.32 0.36
H 3.01 0.86 2.66 0.29
H 0.52 3.12 -1.17 0.34
H -1.40 3.58 -2.63 0.43
H -3.11 1.84 -3.02 0.42
H -2.94 -0.36 -1.90 0.51
H -3.31 -0.93 0.83 0.51
H -4.90 -2.84 0.89 0.41
H -4.26 -5.00 -0.11 0.43
H -2.04 -5.28 -1.16 0.43
H -0.46 -3.36 -1.24 0.44
Cl -0.33 0.56 3.29 -0.12
C 0.44 -0.95 2.77 -0.88
H -0.31 -1.73 2.80 0.45
H 1.28 -1.16 3.43 0.52
N 2.85 -2.80 -0.92 -0.53
C 2.23 -2.06 -0.29 -0.11
```

---

# 3
This record from OMol25 describes C17H20F6GeN6O4PPt as an isolated structure. The level of theory is ωB97M-V/def2-TZVPD.

Results
**Spin multiplicity**: 6
**Charge**: +2
**Energy above the lowest of the compared OMol25 structures with the same formula, charge and spin**: 3.5 kcal per mole
**Orbital gap (alpha / beta)**: 8.052 / 6.075 eV
**Calculated total energy**: -120421.606 eV
**HOMO (alpha / beta)**: -14.8 / -15.7 eV

```
56
Properties=species:S:1:pos:R:3:mulliken_charge:R:1
Pt 0.14 0.55 0.09 2.82
N -0.11 -0.55 4.35 0.10
C 0.22 -1.01 3.14 -0.38
N 0.12 0.00 2.29 -0.40
C -0.29 1.05 3.05 0.04
N -0.43 0.75 4.31 -0.62
C -0.49 2.36 2.44 0.56
C -0.90 3.49 3.13 -0.35
N -1.06 4.65 2.52 -0.49
C -0.82 4.72 1.22 -0.40
C -0.41 3.60 0.50 -0.22
N -0.25 2.43 1.12 -0.18
H -0.14 -1.06 5.22 0.20
H 0.49 -2.03 2.91 0.56
H -1.10 3.43 4.20 0.48
H -0.94 5.67 0.73 0.40
H -0.22 3.64 -0.56 0.50
O -0.58 1.51 -1.87 -0.60
C -1.47 1.01 -2.55 -0.64
C -2.55 0.16 -2.09 1.08
C -3.45 -0.28 -3.03 -0.42
C -4.56 -1.06 -2.64 -0.46
C -4.84 -1.36 -1.32 -0.49
C -3.98 -0.91 -0.35 -0.39
C -2.77 -0.19 -0.70 0.24
O -1.99 0.10 0.25 -0.81
N -5.47 -1.54 -3.71 1.04
O -6.39 -2.23 -3.35 -0.56
O -5.18 -1.22 -4.84 -0.57
H -1.50 1.25 -3.63 0.44
H -3.34 -0.05 -4.08 0.61
H -5.72 -1.94 -1.08 0.56
H -4.13 -1.13 0.70 0.51
C 3.18 -2.74 -2.34 -0.99
Ge 2.66 -0.89 -1.81 0.39
C 4.84 -0.56 -1.67 -1.06
C 2.03 0.15 -3.31 -1.12
C 2.08 -0.42 -0.01 -1.62
H 3.90 -2.70 -3.15 0.47
H 2.20 -3.07 -2.69 0.39
H 3.52 -3.33 -1.49 0.39
H 5.29 -0.72 -2.64 0.43
H 5.19 -1.20 -0.87 0.40
H 4.68 0.48 -1.40 0.45
H 2.82 0.26 -4.06 0.49
H 1.67 1.14 -3.03 0.35
H 1.21 -0.41 -3.76 0.37
H 2.64 0.45 0.39 0.92
H 2.16 -1.24 0.69 0.46
F -0.86 -2.27 0.36 -0.32
P -0.46 -2.99 -1.04 1.20
F -1.94 -2.71 -1.59 -0.25
F -0.82 -4.41 -0.51 -0.30
F 0.02 -3.50 -2.47 -0.39
F -0.06 -1.38 -1.61 -0.48
F 1.06 -3.07 -0.49 -0.35
```

---

# 4
This record from OMol25 describes C17H20N2O3 in the gas phase. The level of theory is ωB97M-V/def2-TZVPD.

Results
**Charge**: 0
**Energy above the lowest of the compared OMol25 structures with the same formula, charge and spin**: 32.8 kcal per mole
**Orbital gap**: 9.398 eV
**Calculated total energy**: -27076.766 eV
**HOMO**: -8.7 eV
**SMILES**: COCCCNC(=O)c1cc(C(=O)Cc2ccccc2)c[nH]1

```
42
Properties=species:S:1:pos:R:3:mulliken_charge:R:1
C -5.73 -2.36 -0.59 -0.73
O -5.48 -0.99 -0.69 -0.29
C -5.08 -0.41 0.54 -0.53
C -4.90 1.09 0.36 -0.62
C -3.90 1.42 -0.76 -0.90
N -2.59 0.88 -0.52 -0.07
C -1.60 1.60 0.06 0.31
O -1.70 2.78 0.35 -0.73
C -0.35 0.86 0.30 0.31
C 0.05 -0.44 0.12 -0.72
C 1.39 -0.53 0.57 0.29
C 2.19 -1.76 0.55 0.47
O 1.73 -2.81 0.17 -0.64
C 3.62 -1.63 1.03 -0.93
C 4.40 -0.63 0.23 0.30
C 5.24 0.29 0.84 -0.19
C 5.96 1.21 0.09 -0.58
C 5.85 1.21 -1.29 -0.42
C 5.02 0.28 -1.91 -0.61
C 4.30 -0.63 -1.16 -0.24
C 1.75 0.74 1.02 -0.75
N 0.70 1.55 0.85 0.06
H -4.83 -2.91 -0.28 0.31
H -6.03 -2.69 -1.59 0.24
H -6.54 -2.58 0.12 0.29
H -5.84 -0.60 1.31 0.42
H -4.14 -0.88 0.88 0.33
H -4.54 1.52 1.30 0.32
H -5.86 1.54 0.11 0.36
H -4.28 1.02 -1.71 0.39
H -3.79 2.51 -0.83 0.38
H -2.45 -0.10 -0.70 0.26
H -0.50 -1.26 -0.29 0.49
H 4.09 -2.62 0.95 0.35
H 3.61 -1.34 2.09 0.38
H 5.33 0.30 1.92 0.38
H 6.60 1.92 0.58 0.38
H 6.40 1.92 -1.88 0.38
H 4.93 0.28 -2.99 0.38
H 3.66 -1.35 -1.65 0.41
H 2.67 1.09 1.43 0.53
H 0.63 2.53 1.07 0.23
```

---

# 5
This record from OMol25 describes C17H20N2O3 in the gas phase. The level of theory is ωB97M-V/def2-TZVPD.

Results
**Charge**: 0
**Energy above the lowest of the compared OMol25 structures with the same formula, charge and spin**: 63.7 kcal per mole
**Orbital gap**: 9.199 eV
**Calculated total energy**: -27075.425 eV
**HOMO**: -8.4 eV
**SMILES**: COc1ccc(CN2CCN(C(=O)c3ccco3)CC2)cc1

```
42
Properties=species:S:1:pos:R:3:mulliken_charge:R:1
C -6.65 -1.42 0.89 -0.82
O -6.16 -0.84 -0.29 -0.46
C -4.91 -0.27 -0.27 0.93
C -4.07 -0.23 0.83 -0.31
C -2.83 0.37 0.73 -0.57
C -2.40 0.94 -0.46 0.17
C -1.05 1.59 -0.53 -1.17
N -0.02 0.72 0.02 0.29
C 1.25 1.40 0.20 -0.90
C 2.22 0.48 0.93 -0.73
N 2.39 -0.75 0.19 0.08
C 3.50 -1.13 -0.49 0.77
O 3.48 -2.03 -1.31 -0.66
C 4.77 -0.44 -0.14 0.20
C 5.37 -0.21 1.07 -0.41
C 6.65 0.32 0.78 -0.44
C 6.72 0.38 -0.58 -0.50
O 5.60 -0.09 -1.13 -0.32
C 1.13 -1.41 -0.07 -1.23
C 0.17 -0.47 -0.78 -0.48
C -3.24 0.89 -1.56 -0.48
C -4.49 0.29 -1.47 -0.63
H -7.64 -1.80 0.65 0.24
H -6.02 -2.26 1.22 0.33
H -6.73 -0.69 1.70 0.33
H -4.37 -0.66 1.78 0.38
H -2.18 0.40 1.59 0.40
H -0.82 1.88 -1.58 0.35
H -1.06 2.51 0.07 0.39
H 1.09 2.30 0.80 0.41
H 1.69 1.70 -0.77 0.31
H 3.18 0.98 1.06 0.59
H 1.81 0.24 1.92 0.20
H 4.96 -0.42 2.04 0.55
H 7.40 0.62 1.49 0.43
H 7.50 0.72 -1.24 0.48
H 1.34 -2.29 -0.68 0.48
H 0.70 -1.72 0.89 0.32
H -0.79 -0.96 -0.92 0.44
H 0.58 -0.22 -1.78 0.27
H -2.93 1.32 -2.50 0.34
H -5.15 0.25 -2.32 0.42
```